This record from the OMol25 dataset describes a structure of composition C58H105AlN13O2. The level of theory is ωB97M-V/def2-TZVPD.

Positions of all 179 atoms, in Å:
Al: 0.27137 0.45029 0.01475
C: -3.05242 2.39906 -3.23886
C: -2.13174 3.15781 -2.31376
C: -2.75245 4.45865 -1.88554
O: -1.68219 2.39082 -1.21066
H: -3.29978 2.98472 -4.12425
H: -3.96859 2.12159 -2.71757
H: -2.52748 1.47639 -3.48632
H: -1.30618 3.40801 -2.98007
H: -3.53436 4.28665 -1.14585
H: -3.16521 4.98530 -2.74599
H: -2.04511 5.18932 -1.49324
C: 3.41388 -2.22941 2.84707
C: 3.10202 -2.63624 1.43761
C: 3.08555 -4.14981 1.31131
O: 2.01608 -1.97414 0.88583
H: 4.44422 -2.45763 3.11988
H: 2.83852 -2.81561 3.56362
H: 3.22529 -1.18445 3.09325
H: 3.98551 -2.37024 0.85727
H: 2.54313 -4.69008 2.08719
H: 4.08847 -4.57592 1.33681
H: 2.70008 -4.37823 0.31767
C: 4.50754 1.71605 5.02171
C: 3.88439 3.11549 4.80339
C: 2.41644 3.03083 4.44989
C: 2.12458 2.27555 3.28028
N: 1.90420 1.64378 2.32542
H: 4.68666 1.07627 4.15759
H: 3.85768 1.19258 5.72297
H: 5.50505 1.81232 5.45041
H: 4.46153 3.67890 4.07021
H: 3.94389 3.71511 5.71170
H: 2.01388 4.02539 4.25786
H: 1.90249 2.51628 5.26180
C: -0.84820 -5.49122 -3.40153
C: -0.88501 -4.73301 -2.02084
C: 0.42452 -4.66379 -1.19980
C: 1.18181 -5.96301 -1.13493
N: 1.80205 -6.95280 -1.08427
H: -0.55542 -6.52102 -3.19686
H: -0.07200 -5.04517 -4.02334
H: -1.84248 -5.43144 -3.84418
H: -1.56248 -5.34898 -1.42947
H: -1.26972 -3.72092 -2.14651
H: 0.28541 -4.45490 -0.13908
H: 1.08866 -3.85083 -1.49327
C: -4.74796 -3.29283 -1.64091
C: -4.70421 -2.45897 -2.90446
C: -4.05508 -1.11112 -2.78149
C: -2.63508 -1.12829 -2.41303
N: -1.53919 -1.07175 -2.08798
H: -5.22673 -4.26052 -1.79073
H: -5.34565 -2.80680 -0.86979
H: -3.77167 -3.35174 -1.15977
H: -5.73544 -2.29051 -3.21470
H: -4.23432 -3.02702 -3.70735
H: -4.68095 -0.71749 -1.98059
H: -4.19766 -0.46829 -3.65013
C: -3.81574 -1.45165 3.68434
C: -4.16706 -2.87491 3.24768
C: -4.01890 -3.05847 1.75756
C: -2.62440 -2.86317 1.27242
N: -1.53197 -2.72310 0.91365
H: -4.13258 -1.35283 4.72258
H: -4.33349 -0.65892 3.14431
H: -2.74842 -1.23314 3.64968
H: -5.18962 -3.04386 3.58525
H: -3.54297 -3.57330 3.80523
H: -4.62088 -2.41877 1.11220
H: -4.22313 -4.08978 1.46981
C: 7.11020 -0.49443 -1.31552
C: 7.11821 0.49074 -0.14260
C: 5.83426 0.56500 0.69123
C: 4.51727 0.72582 0.01890
N: 3.45391 0.87664 -0.46482
H: 7.03677 -1.52270 -0.96143
H: 7.94967 -0.26373 -1.97137
H: 6.25926 -0.24690 -1.95014
H: 7.37228 1.46122 -0.56893
H: 7.92654 0.24214 0.54507
H: 5.89810 1.34387 1.45109
H: 5.66615 -0.35062 1.25822
C: -0.28488 -2.68746 6.24262
C: 0.34220 -3.59278 5.17882
C: -0.10865 -3.20852 3.76680
C: -0.15101 -1.75223 3.45684
N: -0.09942 -0.58159 3.25010
H: -1.37310 -2.69544 6.30431
H: 0.11554 -1.67997 6.12984
H: 0.07072 -2.97913 7.23084
H: 0.09997 -4.63494 5.38697
H: 1.43058 -3.54891 5.21905
H: -1.12006 -3.53871 3.52991
H: 0.44983 -3.71311 2.97840
C: -0.28330 6.11945 2.26809
C: -1.70600 5.87665 2.76189
C: -2.52290 4.78840 1.97308
C: -1.76155 3.51643 1.93286
N: -1.15242 2.49568 1.93263
H: 0.19662 6.97789 2.73804
H: -0.14189 6.25391 1.19569
H: 0.28552 5.21150 2.46857
H: -2.34466 6.75586 2.67695
H: -1.77552 5.65417 3.82668
H: -2.73159 5.04589 0.93469
H: -3.44971 4.65423 2.53086
C: 2.93219 -4.48081 -3.95021
C: 3.87207 -4.23609 -2.77035
C: 4.00464 -2.70725 -2.45380
C: 2.76713 -1.99893 -2.33598
N: 1.76292 -1.40273 -2.23470
H: 1.93789 -4.07972 -3.75377
H: 2.70205 -5.53890 -4.07508
H: 3.44200 -4.12272 -4.84461
H: 4.83044 -4.72798 -2.93667
H: 3.60818 -4.78485 -1.86630
H: 4.68698 -2.22898 -3.15650
H: 4.46323 -2.63541 -1.46758
C: 2.56628 1.13771 -6.25643
C: 2.05697 2.56156 -5.98109
C: 0.85143 2.59300 -5.06923
C: 1.06589 2.06623 -3.73137
N: 1.22049 1.65246 -2.66881
H: 1.89765 0.71858 -7.00834
H: 2.66807 0.53711 -5.35254
H: 3.51352 1.15389 -6.79549
H: 1.93300 3.05896 -6.94304
H: 2.79573 3.14356 -5.43011
H: 0.01939 2.06991 -5.54061
H: 0.57155 3.63800 -4.93606
C: -1.88843 -0.69886 -6.03927
C: -0.47298 -1.07666 -5.64468
C: -0.28221 -2.60420 -5.32600
C: -0.60132 -3.52158 -6.49151
N: -0.89073 -4.25447 -7.36701
H: -2.57335 -1.18942 -5.34765
H: -2.14491 -0.95954 -7.06610
H: -2.00092 0.38238 -5.95954
H: -0.19321 -0.53645 -4.74026
H: 0.23739 -0.85916 -6.44227
H: -0.89191 -2.94435 -4.48894
H: 0.76996 -2.80490 -5.12407
C: -1.52750 0.71022 7.86777
C: -2.09561 0.84858 6.44769
C: -1.00890 1.37313 5.46962
C: -0.64182 2.82415 5.65068
N: -0.34363 3.95667 5.81167
H: -0.60128 0.13726 7.82410
H: -2.15759 0.16370 8.56951
H: -1.19163 1.68101 8.23227
H: -2.94441 1.53224 6.46346
H: -2.43847 -0.08999 6.01222
H: -1.17658 1.16151 4.41358
H: -0.02764 0.98817 5.74715
C: -6.90486 0.24043 0.87764
C: -6.11134 1.48293 1.24620
C: -4.86877 1.66890 0.40179
C: -3.77137 0.73671 0.73907
N: -2.88987 0.01447 0.92451
H: -7.93546 0.21450 1.23163
H: -6.34612 -0.55955 1.36336
H: -6.94445 -0.12642 -0.14800
H: -5.88096 1.57918 2.30723
H: -6.79043 2.31619 1.06560
H: -4.48250 2.68358 0.49840
H: -5.13166 1.55793 -0.65020
C: 3.04547 5.11935 -3.26073
C: 2.49099 6.14725 -2.27582
C: 1.19781 5.62921 -1.64253
C: 1.24179 4.49729 -0.74360
N: 1.24232 3.58369 -0.03414
H: 3.03193 4.14058 -2.78122
H: 4.02916 5.39802 -3.63862
H: 2.35307 5.02605 -4.09738
H: 2.36233 7.04098 -2.88639
H: 3.30051 6.37626 -1.58277
H: 0.41191 5.49648 -2.38607
H: 0.76052 6.42457 -1.03898

The total energy is -3377.1288 hartree. Its LUMO energy is -6.6 eV. The calculation puts the HOMO-LUMO gap at 3.23 eV. The value obtained for the relative energy (zero: lowest compared OMol25 entry of this formula, charge and spin) is 13.97 kcal/mol. Its charge is +1. Its highest occupied orbital energy is -9.80 eV.